(1)
This record from OMol25 describes C4H7ClS in the gas phase in a non-equilibrium geometry. The level of theory is ωB97M-V/def2-TZVPD.

Computed properties:
**Spin multiplicity**: 1
**E_HOMO**: -9.315 eV
**Total energy**: -1014.9447 Eh
**Gap between HOMO and LUMO**: 0.3738 Ha
**Relative energy (zero: lowest compared OMol25 entry of this formula, charge and spin)**: 15.2 kcal per mole
**Net charge**: 0
**SMILES**: C=C[C@@H](S)CCl

Last column: natural (NBO) charge in e.
Geometry (Å):
C: -1.38806 -0.39136 -1.43154  -0.36
C: -1.03221 -0.45663 -0.13419  -0.20
C: 0.08977 0.48834 0.30197  -0.40
S: -0.26160 1.25185 1.87259  0.01
C: 1.59993 0.02903 0.29755  -0.39
Cl: 2.08652 -0.35866 -1.35959  -0.05
H: -0.94367 0.35157 -2.10971  0.20
H: -2.11368 -1.06150 -1.77382  0.20
H: -1.37868 -1.27660 0.48886  0.21
H: -0.10027 1.42096 -0.30721  0.23
H: -0.46398 0.09473 2.47517  0.10
H: 1.77274 -0.90616 0.84221  0.22
H: 2.13317 0.81443 0.83772  0.23

=====

(2)
This record from OMol25 describes a molecular structure, C7H10 in a non-equilibrium geometry. The level of theory is ωB97M-V/def2-TZVPD.

Computed properties:
**Spin multiplicity**: 1
**E_HOMO**: -7.342 eV
**Total energy**: -272.5500 Eh
**Gap between HOMO and LUMO**: 0.3062 Ha
**Relative energy (zero: lowest compared OMol25 entry of this formula, charge and spin)**: 105.4 kcal per mole
**Net charge**: 0

Last column: natural (NBO) charge in e.
Geometry (Å):
C: 2.04782 -0.05531 0.15099  -0.65
C: 0.53194 0.06144 0.01892  0.02
C: -0.37211 -0.81026 0.89051  -0.41
C: -1.52472 -0.41767 -0.04112  -0.30
C: -0.71562 -0.74494 -1.28101  -0.41
C: -1.44597 1.13599 0.04265  -0.19
C: -0.14344 1.39780 0.02927  -0.24
H: 2.59322 0.54160 -0.58676  0.22
H: 2.34653 0.32024 1.14507  0.23
H: 2.41813 -1.08794 0.09622  0.22
H: -0.44797 -0.48346 1.92938  0.21
H: -0.14686 -1.88305 0.83085  0.21
H: -2.52501 -0.84114 0.10986  0.22
H: -1.02936 -0.20564 -2.17716  0.19
H: 0.29443 -1.09179 -1.18630  0.25
H: -2.27385 1.82688 0.02534  0.22
H: 0.39281 2.33724 0.00327  0.22

=====

(3)
This record from OMol25 describes 2 unconnected molecules or ions with the total composition C44H55N4 in a non-equilibrium geometry. The level of theory is ωB97M-V/def2-TZVPD.

Computed properties:
**Spin multiplicity**: 1
**E_HOMO**: -8.472 eV
**Total energy**: -1928.3703 Eh
**Gap between HOMO and LUMO**: 0.1721 Ha
**Net charge**: +1

Last column: Löwdin charge in e.
Geometry (Å):
C: 3.75817 2.13443 -1.08772  -0.06
C: 3.43391 0.66315 -1.33044  -0.38
C: 4.67600 -0.21578 -1.18254  -0.07
C: 2.76366 0.50522 -2.69085  -0.13
C: 3.53945 0.41714 -3.84466  -0.02
C: 2.94016 0.43823 -5.10069  -0.05
C: 1.55996 0.56515 -5.20868  -0.03
C: 0.76111 0.66145 -4.07234  -0.12
C: -0.74576 0.83800 -4.25096  -0.38
C: -1.37235 -0.44319 -4.80058  -0.06
C: -1.06313 2.04288 -5.13884  -0.07
C: 1.36448 0.59206 -2.80378  -0.08
N: 0.55764 0.76125 -1.61204  -0.01
N: 0.19086 2.00808 -1.22360  0.19
N: -0.46831 1.82365 -0.04692  0.02
C: -1.05930 2.94032 0.67234  -0.09
C: -2.32749 3.40475 0.30140  -0.12
C: -2.99542 2.83842 -0.94021  -0.37
C: -2.41660 3.50401 -2.18899  -0.06
C: -4.52147 2.91259 -0.89831  -0.07
C: -2.90879 4.44048 1.03534  -0.01
C: -2.23066 5.02783 2.10150  -0.04
C: -0.95021 4.59360 2.42584  -0.02
C: -0.35619 3.54211 1.72515  -0.14
C: 1.06985 3.11902 2.05977  -0.38
C: 1.31507 3.01493 3.56507  -0.07
C: 2.07619 4.06658 1.40352  -0.05
C: -0.64198 0.47766 0.21303  -0.14
C: -1.55494 0.02234 1.23308  -0.16
C: -2.66300 -0.77588 0.85612  -0.04
C: -3.58764 -1.18634 1.81017  -0.08
C: -3.41731 -0.83260 3.15254  -0.08
C: -2.32680 -0.03737 3.53547  -0.08
C: -1.40379 0.38935 2.59116  -0.02
C: 0.07296 -0.23760 -0.73541  -0.25
C: 0.29965 -1.60839 -0.82033  0.01
H: 2.86803 2.75796 -1.23358  0.06
H: 4.12866 2.28890 -0.06826  0.07
H: 4.52747 2.47690 -1.79334  0.09
H: 2.70315 0.33645 -0.57937  0.12
H: 4.44467 -1.25068 -1.45646  0.08
H: 5.48927 0.14692 -1.82149  0.07
H: 5.01998 -0.20277 -0.14272  0.08
H: 4.62637 0.36628 -3.75438  0.11
H: 3.55293 0.37978 -5.99894  0.11
H: 1.08137 0.61558 -6.18988  0.12
H: -1.15768 1.02871 -3.25148  0.11
H: -1.15318 -1.28245 -4.13064  0.08
H: -2.45915 -0.33662 -4.88642  0.08
H: -0.96055 -0.67371 -5.79124  0.08
H: -0.63245 2.95645 -4.71210  0.09
H: -0.65170 1.91019 -6.14676  0.08
H: -2.14787 2.17987 -5.22057  0.08
H: -2.72664 1.77178 -0.98115  0.12
H: -1.33440 3.32334 -2.23965  0.05
H: -2.88448 3.10290 -3.09655  0.07
H: -2.58073 4.59131 -2.16019  0.10
H: -4.89862 2.42726 0.00823  0.09
H: -4.87538 3.94901 -0.92086  0.08
H: -4.93800 2.38486 -1.76292  0.08
H: -3.90026 4.79985 0.76136  0.11
H: -2.69621 5.83339 2.67049  0.11
H: -0.39437 5.07028 3.23557  0.12
H: 1.20503 2.12127 1.62107  0.12
H: 0.53329 2.42388 4.05240  0.07
H: 2.27715 2.52265 3.74559  0.09
H: 1.34023 4.00822 4.02584  0.08
H: 1.87740 4.15993 0.32835  0.08
H: 2.00698 5.06705 1.85109  0.09
H: 3.09799 3.69063 1.53729  0.08
H: -2.77305 -1.02988 -0.19999  0.13
H: -4.43967 -1.79265 1.50417  0.11
H: -4.13052 -1.17410 3.90460  0.11
H: -2.19312 0.23973 4.58335  0.11
H: -0.53311 0.98723 2.87063  0.10
H: -0.37866 -2.23029 -0.26441  -0.02
H: 1.04527 -1.96594 -1.51608  0.04
C: -0.31257 -7.32522 1.65506  -0.14
C: -1.46898 -7.01628 0.69409  -0.14
C: -1.61637 -5.49247 0.65925  -0.11
N: -0.35542 -4.97793 1.21118  -0.02
C: -0.19185 -3.67978 1.41462  0.03
C: 0.88462 -3.17854 2.22773  -0.20
C: 2.23865 -3.51009 1.97732  -0.03
C: 3.21405 -3.14746 2.89266  -0.06
C: 2.87653 -2.44734 4.05711  -0.05
C: 1.54273 -2.08295 4.29377  -0.05
C: 0.55445 -2.42399 3.37968  -0.01
C: 0.42356 -6.00154 1.92064  -0.10
H: -0.67468 -7.71833 2.60978  0.12
H: 0.37856 -8.05773 1.22478  0.12
H: -1.21167 -7.37619 -0.30900  0.12
H: -2.40671 -7.48599 0.99074  0.12
H: -1.78423 -5.10746 -0.35488  0.14
H: -2.46716 -5.16048 1.28396  0.14
H: -1.08882 -3.06283 1.27053  0.13
H: 2.48762 -4.03265 1.05583  0.12
H: 4.25680 -3.41141 2.69453  0.12
H: 3.64410 -2.19969 4.79134  0.11
H: 1.27347 -1.52700 5.19426  0.12
H: -0.48273 -2.13923 3.52937  0.10
H: 0.47893 -5.78617 3.00162  0.15
H: 1.45365 -6.03827 1.54986  0.12

=====

(4)
This record from OMol25 describes a molecular structure, C30H25BrN2O4SSnTe. The level of theory is ωB97M-V/def2-TZVPD.

Computed properties:
**Spin multiplicity**: 1
**E_HOMO**: -7.083 eV
**Total energy**: -5023.1560 Eh
**Gap between HOMO and LUMO**: 0.2607 Ha
**Relative energy (zero: lowest compared OMol25 entry of this formula, charge and spin)**: 12.3 kcal per mole
**Net charge**: 0

Last column: natural (NBO) charge in e.
Geometry (Å):
Sn: -0.82172 -0.84737 1.42980  0.94
C: -1.58228 0.03146 -4.13720  -0.72
C: -0.64253 -0.22756 -2.97817  0.60
O: -1.05078 -0.13801 -1.84229  -0.55
C: 0.78673 -0.52827 -3.29238  -0.25
C: 1.35577 0.01934 -4.44026  -0.16
C: 2.69888 -0.13604 -4.73423  -0.26
C: 3.48856 -0.88264 -3.87266  -0.16
C: 2.94430 -1.46479 -2.74027  -0.31
C: 1.59614 -1.29585 -2.43417  0.43
O: 1.00978 -1.83059 -1.33693  -0.76
H: -2.60284 -0.03386 -3.76715  0.24
H: -1.42558 -0.67579 -4.95138  0.23
H: -1.42138 1.03787 -4.53023  0.23
H: 0.73296 0.60226 -5.10643  0.21
H: 3.12198 0.31645 -5.62056  0.22
H: 4.54253 -1.01856 -4.07929  0.22
H: 3.57432 -2.04526 -2.08073  0.23
S: -4.42504 -2.63222 -0.84232  0.41
C: -3.57098 -3.98790 -0.24352  -0.40
C: -2.50489 -3.62567 0.52525  -0.27
C: -2.35295 -2.21503 0.65748  -0.40
C: -3.32951 -1.56059 -0.04534  -0.31
C: -3.40075 -0.10839 -0.11154  0.24
C: -4.36371 0.61597 -0.81113  -0.24
C: -4.31130 1.99483 -0.79459  -0.14
C: -3.31031 2.63659 -0.07380  -0.28
C: -2.39299 1.85800 0.60006  0.09
N: -2.43708 0.52752 0.57568  -0.52
H: -3.90587 -4.98412 -0.48700  0.23
H: -1.85101 -4.35258 0.98781  0.22
H: -5.13684 0.09272 -1.35780  0.22
H: -5.04907 2.57148 -1.33774  0.22
H: -3.24252 3.71412 -0.03120  0.22
H: -1.59874 2.29490 1.19099  0.22
C: -2.69566 -0.97873 5.49047  -0.27
O: -2.16724 -1.36087 4.21393  -0.54
C: -1.83443 -0.34014 3.38419  0.43
O: -1.98048 0.81451 3.73226  -0.68
H: -2.89112 -1.90620 6.02100  0.19
H: -3.61600 -0.40871 5.37100  0.19
H: -1.97728 -0.37016 6.03832  0.19
Br: 1.90901 2.43257 -1.53034  0.06
C: 1.21390 2.96320 0.15632  0.15
C: 0.46800 4.13174 0.24136  -0.28
C: -0.03342 4.47239 1.48502  -0.17
C: 0.21278 3.64118 2.56879  -0.26
C: 0.97436 2.50363 2.36116  0.05
N: 1.48131 2.17203 1.17029  -0.45
H: 0.29324 4.73945 -0.63405  0.23
H: -0.61959 5.37491 1.60401  0.22
H: -0.18436 3.85681 3.55052  0.24
H: 1.18121 1.81515 3.17202  0.21
Te: 1.78573 -3.29523 -0.26093  0.87
C: 3.30976 -2.14430 0.60957  -0.32
C: 3.13657 -0.77642 0.78274  -0.17
C: 4.16021 -0.02765 1.34612  -0.21
C: 5.33542 -0.64131 1.75749  -0.22
C: 5.49904 -2.00989 1.59003  -0.21
C: 4.49351 -2.76251 0.99970  -0.25
H: 2.21640 -0.28849 0.48696  0.24
H: 4.01986 1.03895 1.46548  0.22
H: 6.12765 -0.05314 2.20269  0.21
H: 6.41748 -2.49132 1.90083  0.21
H: 4.64293 -3.82391 0.83627  0.21

=====

(5)
This record from OMol25 describes 2 unconnected molecules or ions with the total composition CCl2FNO in a non-equilibrium geometry. The level of theory is ωB97M-V/def2-TZVPD.

Computed properties:
**Spin multiplicity**: 1
**E_HOMO**: -10.595 eV
**Total energy**: -1188.1733 Eh
**Gap between HOMO and LUMO**: 0.3643 Ha
**Relative energy (zero: lowest compared OMol25 entry of this formula, charge and spin)**: 42.6 kcal per mole
**Net charge**: 0
**SMILES**: O=C=NCl.FCl

Last column: natural (NBO) charge in e.
Geometry (Å):
O: 1.26880 -0.27983 1.08800  -0.44
C: 0.85141 0.66067 0.58748  0.86
N: 0.58559 1.64329 -0.14991  -0.60
Cl: -1.01787 2.11859 -0.70204  0.18
F: -1.27299 -1.56088 -0.89979  -0.39
Cl: -0.38171 -1.77078 -1.96144  0.39

=====

(6)
This record from OMol25 describes 2 unconnected molecules or ions with the total composition C6H10N3O in a non-equilibrium geometry. The level of theory is ωB97M-V/def2-TZVPD.

Computed properties:
**Spin multiplicity**: 1
**E_HOMO**: -11.996 eV
**Total energy**: -473.7488 Eh
**Gap between HOMO and LUMO**: 0.3170 Ha
**Relative energy (zero: lowest compared OMol25 entry of this formula, charge and spin)**: 121.8 kcal per mole
**Net charge**: +1

Last column: natural (NBO) charge in e.
Geometry (Å):
C: 0.51343 1.91687 -0.03779  -0.11
C: -0.80923 1.53548 -0.18289  0.13
C: 0.40794 -0.40512 0.19272  0.05
C: 1.65659 -2.90354 -1.33555  0.93
C: -1.91992 2.53735 -0.31111  -0.65
C: 1.72960 -2.86623 0.92697  -0.35
N: 1.34669 -2.42672 -2.34435  -0.54
N: -0.81898 0.16226 -0.03287  -0.54
N: 1.20807 0.70051 0.18101  -0.55
O: 1.73625 -3.47437 -0.32040  -0.35
H: 1.09076 2.84656 -0.13147  0.24
H: -2.75829 2.13732 -0.93155  0.23
H: -2.34632 2.86046 0.67096  0.24
H: -1.52261 3.47501 -0.73261  0.25
H: 1.27255 -1.81303 0.84096  0.26
H: 2.77735 -3.02545 1.41283  0.22
H: 0.96354 -3.36752 1.39751  0.21
H: 1.79266 -2.12740 -3.22379  0.48
H: -1.66599 -0.36988 -0.24669  0.42
H: 2.19522 0.54528 0.04453  0.41

=====

| no. | E_LUMO (eV) |
| --- | --- |
| 1 | 0.86 |
| 2 | 0.99 |
| 3 | -3.79 |
| 4 | 0.01 |
| 5 | -0.68 |
| 6 | -3.37 |